1.
The following is a DFT calculation (wB97M-V/def2-TZVPD) of C26H29AsBCsN11S4 as an isolated structure.

Properties
gap between HOMO and LUMO (alpha / beta) = 5.679 / 5.566 eV
<S²> = 0.760
HOMO energy (alpha / beta) = -1.89 / -1.83 eV
net charge = -2
DFT total energy = -5484.27871 Eh
spin multiplicity = 2
LUMO energy (alpha / beta) = 3.8 / 3.7 eV

CARTESIAN COORDINATES (ANGSTROEM)
H: -6.5335 2.4381 0.7635
H: 2.0469 -0.0321 -5.7442
Cs: -1.2307 -1.2053 -2.2895
C: 6.2171 -0.1625 -0.0717
H: 6.6657 -1.2266 3.0252
N: 2.0538 -1.6585 0.2241
C: 4.9968 -0.1101 -0.7127
C: -4.9291 2.2809 -2.2078
H: -2.6179 0.1620 5.7388
N: 0.7180 1.5334 0.3627
C: -0.9306 3.1255 1.2148
H: -1.0012 -4.1016 -0.6080
C: -3.5289 0.7331 3.8948
H: -5.0315 2.4698 -3.2654
H: 3.8571 -2.5659 0.8215
C: -1.4641 -0.4785 2.6406
H: 4.7466 -0.0679 -1.7586
H: 2.5807 0.3702 2.7279
As: -4.1201 -1.8238 -4.3249
N: -2.4167 0.0662 1.8820
C: 0.8819 1.8300 2.5845
H: -0.6900 3.9034 0.4877
C: 1.9770 -3.7795 0.8175
C: 0.7052 -3.3121 0.4462
H: -0.6794 -0.9533 4.5751
S: -6.0444 -1.7058 -5.3249
S: -3.4787 -3.6269 -5.3072
S: -4.3201 -2.0865 -2.2041
H: 0.6841 2.1779 3.5843
C: 1.6475 -0.6463 -4.9353
C: 2.1683 1.3758 -3.3711
H: 7.8438 -0.2430 2.1537
C: 5.8861 -0.2234 1.2919
C: 1.8331 0.9179 2.1820
C: 2.8021 -2.6882 0.6516
H: 2.2486 -4.7681 1.1446
H: -0.6380 -0.9170 2.0959
C: 1.9509 0.0072 -3.6229
H: 6.6174 0.5267 3.1647
C: 6.8023 -0.2955 2.4731
N: 4.5722 -0.2109 1.4583
N: 0.7616 -2.0326 0.1009
N: 1.7169 0.7633 0.8490
C: -5.7645 2.2301 0.0301
H: -3.0473 1.3155 -2.4419
C: -5.9267 2.5825 -1.2910
N: 4.0303 -0.1347 0.2231
N: -3.6120 1.2966 -0.4560
S: -2.8338 -0.1584 -4.8214
H: 2.1461 2.1889 -4.0761
C: -2.5523 0.1328 4.6570
H: -6.8397 3.0721 -1.6072
C: 0.2135 2.1832 1.3971
C: -3.4213 0.6711 2.4934
N: -4.4346 1.2850 1.7659
H: 2.5224 2.2791 -1.3568
H: -1.3485 -3.5686 1.0258
C: -1.4841 -0.4904 4.0232
H: 7.1955 -0.1546 -0.5202
C: 2.3545 1.4424 -2.0112
B: 2.4883 -0.2086 -0.0510
H: -0.4654 -5.0755 0.7564
H: -4.3604 1.2517 4.3582
C: -0.5933 -4.0517 0.4029
H: -1.8059 2.5931 0.8419
N: 2.0247 -0.6963 -2.5019
H: -5.1850 1.6361 2.3357
H: 2.1035 -1.6344 -4.9896
H: -1.1869 3.6079 2.1596
N: 2.2712 0.1972 -1.5131
C: -4.5774 1.5854 0.4040
H: 0.5738 -0.7592 -5.1103
C: -3.8110 1.6218 -1.7351

Atoms 1-2, force components in eV/Å:
0.0 0.0 0.0
0.0 -0.1 -0.1

2.
The following is a DFT calculation (wB97M-V/def2-TZVPD) of C26H29BFeN11O4 as an isolated structure.

Properties
gap between HOMO and LUMO = 7.156 eV
HOMO energy = -4.59 eV
net charge = -1
DFT total energy = -3200.30317 Eh
LUMO energy = 2.6 eV

CARTESIAN COORDINATES (ANGSTROEM)
H: 1.9384 -4.3091 -0.7999
O: -2.6496 -1.9413 -0.2069
H: -2.2501 2.4426 4.4747
H: -4.4592 2.9391 -1.6127
C: 3.5244 -2.1411 1.0544
H: -1.8431 -0.6983 -2.4171
N: 1.4924 -0.3055 0.6592
C: -1.4654 -4.1753 -2.5708
H: 1.8308 -4.1041 -3.2199
H: -2.1135 1.5914 -2.0756
N: -0.0169 1.5301 2.3446
Fe: -0.0069 1.0258 0.2521
H: 2.2775 5.6649 0.4589
C: 0.9059 -4.1600 -2.6575
C: -1.7911 -1.0607 -0.2859
N: -0.1581 0.2605 -1.5382
B: -1.5095 3.5625 2.0108
H: 2.5908 1.1894 -2.1250
C: 3.8112 -0.8363 0.7011
C: -3.5887 2.8792 -0.9836
N: 1.2508 2.3374 -0.9888
H: 2.5105 -4.1003 2.4651
O: -1.3681 -0.3497 0.7023
C: -0.7225 0.8092 4.3543
N: -0.3908 4.6040 1.7684
C: 1.6101 1.6605 -2.2404
H: -1.2022 -4.4751 1.2443
H: 0.4125 2.8980 -1.1065
O: 0.3854 -4.8807 2.9659
C: -1.4199 -4.2466 -1.1928
C: 1.2100 -1.5602 1.0201
C: -1.4577 1.9121 3.9742
C: -3.3978 3.4497 0.2580
C: 2.7682 0.0536 0.5172
H: 2.9383 1.0889 0.2608
H: 0.1583 -1.7743 1.1628
H: 0.9165 -0.1437 3.1772
N: 1.9241 -3.8235 1.6913
C: 1.3678 5.5589 1.0316
H: -0.5691 -1.7567 -1.8868
C: -2.3981 2.1924 -1.2293
H: 1.0901 7.4798 2.1504
H: 4.3138 -2.8686 1.2034
C: 0.1607 0.6149 3.2918
C: 0.7619 6.4872 1.8936
H: -0.6982 -4.8435 -5.3208
N: -2.1735 3.1230 0.6936
H: 0.6142 -3.6595 -5.2231
C: 0.9740 -4.2517 -1.2720
C: 0.6528 -4.3725 1.8912
H: 4.8326 -0.5075 0.5671
H: -2.3388 -4.2052 -0.6207
H: 1.9575 2.9830 -0.6594
H: -1.0518 -3.1250 -5.0852
C: -0.1966 -4.2612 -0.5231
H: -0.8185 0.2266 5.2535
C: 2.1990 -2.5111 1.2406
N: -1.0151 2.3280 2.7789
N: -1.5516 2.3410 -0.2121
N: -0.2729 -4.3079 0.8898
H: -4.0348 4.0791 0.8566
H: -1.1428 6.1338 3.0134
O: 0.6242 0.0216 -3.6948
N: 0.6714 4.4331 0.9610
H: -2.4310 -4.1125 -3.0592
C: 0.6094 0.5477 -2.5658
H: 1.6755 2.3360 -3.0978
H: -2.3382 4.1198 2.6883
C: -0.3026 -4.1027 -3.3330
C: -1.0907 -0.8320 -1.6310
C: -0.3624 5.8276 2.3373
C: -0.3631 -3.9287 -4.8246

Atoms 1-2, force components in eV/Å:
0.2 0.1 0.2
-0.1 0.2 0.1

3.
The following is a DFT calculation (wB97M-V/def2-TZVPD) of C26H29F3N3O2PSSn as an isolated structure.

Properties
gap between HOMO and LUMO = 7.672 eV
HOMO energy = -14.02 eV
net charge = +2
DFT total energy = -2575.86866 Eh
LUMO energy = -6.3 eV

CARTESIAN COORDINATES (ANGSTROEM)
C: 3.0695 2.9899 0.0677
N: -2.3463 3.3609 0.5694
H: -0.6788 -3.0829 -4.8324
H: 1.5042 -3.5209 1.1091
H: -4.8234 3.3379 1.7697
O: 3.2202 -1.7943 0.3086
C: 3.9724 0.8848 -0.0984
C: 1.1629 -3.9099 -4.0992
H: -0.2220 2.2049 1.0777
H: -2.3524 -6.4264 1.3386
H: -5.0149 -3.1675 0.5517
C: -1.6319 -3.2527 0.4059
C: 0.3826 -2.9266 -1.6105
H: -3.4102 1.7948 -1.3493
C: -3.5840 4.0383 0.1332
C: 2.0642 -1.4477 0.8369
F: 6.6705 -0.3469 -0.0170
C: 5.0530 1.2305 0.6982
N: -0.5946 1.8732 0.1958
C: 1.9666 -4.1113 -2.9888
H: -3.6012 4.0938 -0.9519
H: 2.2680 3.6647 -0.2099
C: 4.1121 3.4222 0.8787
C: 6.1446 0.2357 1.0609
O: 1.7498 -0.2536 0.8903
C: 1.0988 -2.5155 1.1763
H: 0.0739 4.6082 1.1646
H: -1.4062 2.9396 2.4002
Sn: 0.7076 0.5756 -0.9698
C: -0.8043 4.9236 1.7311
H: 2.2109 -3.8289 -0.8920
H: 1.4627 -4.3003 -5.0623
F: 7.1286 0.8362 1.7252
H: -0.4246 -4.9991 0.8188
H: -2.2640 2.8218 -2.2053
H: -1.3764 -2.2202 -2.6388
H: -1.2412 5.7823 1.2221
N: 2.9911 1.7510 -0.4003
C: -0.0375 -3.2205 -3.9723
H: -5.7149 3.9294 0.3725
H: 0.6747 -2.3199 2.1613
F: 5.6347 -0.7255 1.8494
H: 4.1334 4.4396 1.2421
C: -4.0093 -3.5610 0.6115
C: -3.8006 -4.8839 0.9665
H: -4.9371 2.3476 0.3126
H: -3.0833 -1.6983 0.0841
S: 3.8222 -0.7107 -0.8891
C: 1.5793 -3.6243 -1.7461
H: -4.6461 -5.5246 1.1776
H: 2.8955 -4.6577 -3.0834
C: -1.7388 2.4479 -0.1612
C: -1.4250 -4.5862 0.7670
H: -1.8557 1.1401 -1.8558
C: -0.4180 -2.7226 -2.7386
C: -2.3536 2.0256 -1.4650
H: -0.4754 5.2506 2.7164
H: 5.9441 2.8275 1.8240
C: -1.8191 3.7994 1.8699
H: -3.5116 5.0644 0.4935
P: -0.2629 -2.1904 -0.0772
H: -2.6755 4.1269 2.4569
C: -4.8333 3.3689 0.6801
C: 5.1096 2.5271 1.2057
C: -2.5097 -5.3951 1.0537
C: -2.9239 -2.7398 0.3391

Atoms 1-2, force components in eV/Å:
0.1 0.1 0.0
0.0 0.0 0.0

4.
The following is a DFT calculation (wB97M-V/def2-TZVPD) of C26H29N2O3 as an isolated structure.

Properties
gap between HOMO and LUMO = 4.641 eV
HOMO energy = -2.47 eV
net charge = -1
DFT total energy = -1343.24398 Eh
LUMO energy = 2.2 eV

CARTESIAN COORDINATES (ANGSTROEM)
H: -3.6453 -2.7304 -4.3177
C: 0.0754 -3.3191 -1.3865
C: -5.6089 -4.9414 3.7659
C: 1.3046 -1.9834 2.1436
H: -4.8568 -6.0845 -4.5333
C: -0.8240 -3.0098 1.4360
C: 0.2846 -2.1184 1.2182
C: -3.6732 -3.9120 0.6091
H: -3.4750 -2.0030 2.5785
H: 4.3516 -2.2599 4.1563
C: 2.0109 -3.0243 -2.9709
H: -3.7748 -2.9074 0.1748
C: -0.9079 -3.5813 2.7274
O: -4.2446 -4.6058 -1.6430
H: 2.1772 -1.3572 1.9132
H: 2.1427 -2.9868 -4.0489
C: -4.7626 -5.7061 -2.4432
H: 2.0920 -2.6308 6.4586
H: 2.5452 -2.1679 -2.5504
H: 3.8035 -3.8241 4.8090
C: 2.1094 -1.8668 5.6617
C: -4.3049 -4.9217 -0.3483
H: -5.4292 -5.7982 1.8247
H: -2.3372 -1.9645 -5.2650
C: -1.7418 -3.4058 0.3937
C: -2.8096 -2.0234 -4.2852
H: -6.2453 -5.7457 4.1271
H: 3.5848 -3.4665 3.0651
H: -3.2160 -1.0391 -4.0259
C: -1.3110 -3.2132 -0.9821
C: 1.2199 -2.5764 3.4313
H: -3.4693 -5.1219 -4.0516
H: -5.8207 -5.8455 -2.2125
C: 0.5541 -2.9925 -2.6322
N: -5.2966 -3.9740 4.6119
H: -2.3885 -4.4259 0.6878
C: -4.3081 -3.9326 1.9912
C: -4.5289 -5.2931 -3.8618
H: 2.4908 -3.9237 -2.5850
H: -3.2463 -2.6052 -1.7495
C: 0.0269 -3.2886 3.7114
H: -4.1985 -6.6036 -2.1907
H: 0.3426 -1.5337 0.2873
H: -0.1178 -3.6826 4.7187
H: 0.8295 -3.6463 -0.6566
C: -0.3975 -2.5911 -3.6698
O: -0.0214 -2.3628 -4.8385
H: -5.0780 -4.3899 -4.1257
C: -4.5392 -2.9683 4.1964
C: 3.5697 -3.0322 4.0745
H: 1.1835 -1.2738 5.7111
C: -1.8040 -2.4708 -3.2784
H: -4.3081 -2.1807 4.9149
H: -1.7377 -4.2481 2.9664
C: -4.0499 -2.8776 2.8806
N: 2.2601 -2.4623 4.3436
C: -2.1998 -2.7746 -1.9990
O: -4.7740 -6.0027 -0.0143
H: 2.9686 -1.2044 5.8668
C: -5.1437 -4.9626 2.4455

Atoms 1-2, force components in eV/Å:
0.0 0.2 -0.1
-0.7 -0.4 0.9